Molecular formula: C4H8OS
Method: DFT, ωB97M-V with the def2-TZVPD basis set

Results
LUMO energy ... 0.825 eV
Energy above the lowest of the compared OMol25 structures with the same formula, charge and spin ... 174.8 kJ/mol
Total charge ... 0
Molar mass ... 104.17 g mol⁻¹
HOMO ... -9.18 eV
Total energy ... -630.568354 a.u.

Each line ends with the natural charge from an NBO analysis.
Cartesian coordinates (Å):
C (1.0323, -0.5078, -0.5190)  -0.4925
C (-0.0370, -0.0120, 0.4817)  -0.2705
C (-0.2349, 1.5384, 0.3520)  -0.0606
C (-1.4721, -0.0111, -0.1329)  -0.0522
H (2.0962, -2.3816, 0.2245)  0.1337
H (1.9347, -0.0747, -0.1261)  0.2214
H (0.8117, -0.2080, -1.5505)  0.2244
H (0.0774, -0.4138, 1.4983)  0.2193
H (0.5588, 2.0495, -0.2027)  0.1677
H (-0.4112, 2.1235, 1.2693)  0.1743
H (-2.3038, -0.3359, 0.5692)  0.1720
H (-1.5467, -0.7422, -1.0310)  0.1636
O (-1.4146, 1.3450, -0.4031)  -0.5304
S (0.9093, -2.3694, -0.4298)  -0.0701

Molecular formula: C4H8OS2
Method: DFT, ωB97M-V with the def2-TZVPD basis set

Results
LUMO energy ... 0.256 eV
Energy above the lowest of the compared OMol25 structures with the same formula, charge and spin ... 163.5 kJ/mol
Total charge ... 0
Molar mass ... 136.24 g mol⁻¹
HOMO ... -9.07 eV
Total energy ... -1028.760765 a.u.
Structure (SMILES) ... CSSCCC=O

Each line ends with the natural charge from an NBO analysis.
Cartesian coordinates (Å):
C (-1.2553, -2.3848, 1.4879)  -0.7560
S (-1.6969, -1.1384, 0.2086)  0.0593
S (0.2108, -1.2660, -0.8533)  0.0903
C (0.8398, 0.3186, -0.0298)  -0.5036
C (0.0382, 1.5035, -0.6092)  -0.5438
C (1.0126, 2.2826, -1.4361)  0.4076
O (1.4295, 1.7959, -2.5390)  -0.5315
H (-0.9492, -3.1602, 0.7415)  0.2361
H (-0.4533, -2.0455, 2.1469)  0.2268
H (-2.2121, -2.8878, 1.8926)  0.2398
H (1.9768, 0.4423, -0.1230)  0.2381
H (0.6217, 0.3276, 1.0859)  0.2247
H (-0.8206, 1.1428, -1.2539)  0.2541
H (-0.3857, 2.0091, 0.2625)  0.2250
H (1.6436, 3.0601, -0.9815)  0.1331

Molecular formula: C4H8OSe
Method: DFT, ωB97M-V with the def2-TZVPD basis set

Results
LUMO energy ... -0.414 eV
Energy above the lowest of the compared OMol25 structures with the same formula, charge and spin ... 253.7 kJ/mol
Total charge ... 0
Molar mass ... 151.07 g mol⁻¹
HOMO ... -8.64 eV
Total energy ... -2633.742321 a.u.
Structure (SMILES) ... CCC(=[Se])CO

Each line ends with the natural charge from an NBO analysis.
Cartesian coordinates (Å):
C (1.0765, 1.0502, -0.2738)  -0.5881
C (-0.2224, 1.1380, 0.5350)  -0.5337
C (-1.2811, 0.1381, 0.2122)  -0.0734
Se (-3.0294, 0.4333, -0.0633)  0.0710
C (-0.7845, -1.6396, 0.1592)  -0.1177
O (-1.9578, -2.3658, 0.0555)  -0.7388
H (1.7200, 0.2576, 0.1673)  0.2069
H (1.5093, 1.9715, -0.2148)  0.2186
H (0.9925, 0.6598, -1.1824)  0.2104
H (-0.7857, 1.9742, 0.2671)  0.2240
H (-0.1673, 0.9344, 1.5361)  0.2407
H (-0.3534, -1.5108, -0.8697)  0.1661
H (-0.2323, -2.3873, 0.9741)  0.2359
H (-2.6443, -1.8959, -0.4177)  0.4782

Molecular formula: C4H8P
Method: DFT, ωB97M-V with the def2-TZVPD basis set

Results
LUMO energy (spin up / spin down) ... -4.952 / -7.774 eV
Energy above the lowest of the compared OMol25 structures with the same formula, charge and spin ... 384.6 kJ/mol
Total charge ... +1
Molar mass ... 87.08 g mol⁻¹
HOMO (spin up / spin down) ... -14.33 / -13.06 eV
Total energy ... -498.070017 a.u.

Each line ends with the natural charge from an NBO analysis.
Cartesian coordinates (Å):
C (-1.6680, -0.8725, -0.8342)  -0.3967
C (-1.6112, -1.2468, 0.4465)  -0.3162
C (-1.0708, 1.7986, 0.1293)  -0.9610
C (3.0844, -0.7437, 0.0487)  -0.2732
P (-0.4180, 0.1036, 0.0178)  0.9979
H (-2.1462, -1.1972, -1.7759)  0.2823
H (-1.7824, -2.1588, 0.9389)  0.2662
H (-0.5096, 2.5288, 0.8351)  0.2842
H (-2.1573, 1.7248, 0.5740)  0.2890
H (-1.2455, 2.2309, -0.7848)  0.2630
H (3.2083, -0.4293, 1.0765)  0.1790
H (3.3753, -0.0123, -0.7269)  0.2128
H (2.9411, -1.7260, 0.0549)  0.1726

Molecular formula: C4H8S2
Method: DFT, ωB97M-V with the def2-TZVPD basis set

Results
LUMO energy ... -0.428 eV
Energy above the lowest of the compared OMol25 structures with the same formula, charge and spin ... 127.4 kJ/mol
Total charge ... 0
Molar mass ... 120.24 g mol⁻¹
HOMO ... -8.91 eV
Total energy ... -953.538096 a.u.
Structure (SMILES) ... CCC(=S)CS

Each line ends with the natural charge from an NBO analysis.
Cartesian coordinates (Å):
C (-0.9130, 1.4597, -0.8907)  -0.6097
C (0.2066, 0.5386, -0.5894)  -0.4982
C (0.1860, 0.0382, 0.8802)  -0.0221
S (0.2605, 0.9591, 2.2388)  0.0558
C (-0.0518, -1.4413, 0.8953)  -0.6102
S (1.2428, -2.4273, 0.0452)  -0.0526
H (-1.8131, 1.0087, -1.1911)  0.2092
H (-0.7093, 2.1366, -1.7365)  0.2177
H (-1.0984, 2.0794, 0.0076)  0.2220
H (1.2021, 1.0376, -0.6852)  0.2341
H (0.1470, -0.3376, -1.2198)  0.2195
H (0.0259, -1.7885, 1.9793)  0.2426
H (-0.9796, -1.7489, 0.4494)  0.2462
H (2.2943, -1.5143, -0.1832)  0.1456

Molecular formula: C4H8S2
Method: DFT, ωB97M-V with the def2-TZVPD basis set

Results
LUMO energy ... -0.063 eV
Energy above the lowest of the compared OMol25 structures with the same formula, charge and spin ... 321.1 kJ/mol
Total charge ... 0
Molar mass ... 120.24 g mol⁻¹
HOMO ... -9.12 eV
Total energy ... -953.464319 a.u.

Each line ends with the natural charge from an NBO analysis.
Cartesian coordinates (Å):
C (0.9710, 2.2059, 3.0951)  -0.1821
C (-1.1767, 0.4737, 0.1833)  -0.6465
C (1.4004, 0.2092, -0.4422)  -0.6286
C (0.0473, -0.3894, -0.0642)  -0.3073
S (-0.1366, 1.2319, 3.5005)  0.1802
S (0.2489, -1.7446, 1.2053)  -0.0657
H (1.4283, -1.1974, 1.4972)  0.1193
H (-0.9053, 1.5353, 0.4390)  0.2218
H (-2.0284, 0.2608, -0.5562)  0.2259
H (-1.5760, 0.0968, 1.0725)  0.2177
H (2.0922, -0.5944, -0.7064)  0.2204
H (1.8092, 0.7109, 0.5335)  0.2084
H (1.3646, 0.8084, -1.3975)  0.2295
H (-0.2029, -0.9980, -0.9924)  0.2070